A structure of composition C80H217F6N18O26S2Ti. Source: OMol25; level of theory: the ωB97M-V functional and the def2-TZVPD basis.

Properties
* electronic energy: -8364.56043 Ha
* lowest unoccupied orbital energy (alpha / beta): 0.2345 / 0.2237 eV
* largest force on an atom: 0.1227 Eh/bohr
* spin multiplicity: 4
* highest occupied orbital energy (alpha / beta): -0.1554 / -0.2951 hartree
* frontier orbital gap (alpha / beta): 4.463 / 8.254 eV

XYZ file:
```
350
C80H217F6N18O26S2Ti (the ωB97M-V functional and the def2-TZVPD basis)
C 4.091 -6.149 -2.442
H 2.941 3.251 2.752
N -2.037 -6.440 6.443
H 2.892 -3.438 -3.574
H -0.665 4.677 -7.529
H 7.071 5.045 -2.861
C -1.515 1.139 4.496
H 4.468 0.223 7.444
H -2.664 4.222 -5.702
H 8.772 4.735 -3.164
H 6.150 4.348 5.232
N 2.733 -3.863 6.329
H 4.748 -6.434 -1.619
C 6.208 -0.663 4.226
C 6.402 -0.918 -2.831
O -1.308 -7.289 0.484
H 0.717 6.487 -0.932
H -3.940 -1.198 5.401
H 4.650 -0.725 -1.422
C -7.086 1.286 -0.125
C -6.937 3.930 -3.749
H -6.787 5.215 4.443
H -6.075 3.610 4.138
C 8.663 1.354 -0.907
H -11.108 -1.772 0.205
H -4.266 0.251 3.762
C 7.790 4.265 -3.111
H -3.417 2.027 -3.060
C 6.885 4.001 3.290
H -0.005 -6.572 1.806
H -6.566 -0.568 3.190
H 5.941 2.466 0.112
H 0.894 3.760 -4.985
H -7.327 2.964 -4.071
N 3.136 2.774 5.862
H 7.636 1.008 -0.792
H -8.017 -4.159 -5.553
H 3.169 5.627 1.898
H -7.518 0.564 4.945
H -1.144 -6.772 6.109
O -0.548 1.366 -1.393
H -6.553 -2.983 0.028
H -4.111 -8.370 4.435
N 1.142 0.309 0.236
C -0.816 5.087 -5.480
H -4.723 5.774 -0.981
H 3.256 4.601 -5.881
C 4.229 1.848 6.201
O -2.701 -3.698 7.141
H 4.799 1.556 4.106
H -4.678 0.813 2.142
H 0.731 -7.451 0.334
C -8.581 -4.488 -3.673
C -0.042 -7.402 1.100
O 2.927 5.594 -4.015
H -8.805 -5.095 -1.587
F -1.323 -0.692 1.759
C -4.273 -1.632 -1.830
C 3.056 1.955 -2.630
H 2.789 0.995 -2.186
C 3.229 1.747 -4.152
H 1.349 4.878 3.287
H 6.485 -0.157 3.301
C 5.096 3.146 0.219
H 1.902 -4.721 -0.107
H -8.407 4.810 -5.014
H 2.835 3.231 6.711
C -2.443 -4.330 0.523
H -8.963 -1.436 -1.606
O 4.648 4.461 3.918
C 2.877 -4.936 -0.544
F -2.892 0.076 0.332
O 9.950 -0.962 1.416
H -7.794 -4.126 0.227
C -6.357 0.458 3.494
H 9.589 -2.307 3.615
C -7.321 4.806 -4.921
H 0.771 5.755 -2.484
H -2.318 -4.549 6.916
H 8.281 3.103 0.227
H 8.279 1.467 -3.076
O -5.045 5.244 3.410
H 6.492 -1.213 -4.771
C 2.750 -5.777 -1.858
H -7.884 2.028 -0.119
H -1.793 -1.143 -4.715
C 2.640 6.947 -1.952
H -0.151 -8.264 1.758
N 2.056 3.179 2.271
H -9.207 -3.599 -3.592
C 1.353 4.480 2.273
H -3.882 7.612 0.449
H 2.674 8.942 -2.164
H -0.555 -6.711 -1.276
C -0.806 7.001 -8.796
H 3.940 -6.873 -3.242
H -0.673 3.395 -4.186
C 2.194 -2.253 -5.038
C -5.633 5.115 2.107
H 1.661 6.364 1.279
N -7.516 4.500 -2.518
H 2.929 -3.795 -6.342
H 4.273 3.924 4.621
O -6.576 0.717 4.845
H 9.992 2.721 0.145
H -2.264 -7.175 7.098
O 3.407 -5.799 0.447
H 10.363 -1.550 -2.875
C -2.337 -6.026 4.095
H -6.235 1.879 -0.459
H -1.346 -6.465 3.974
F 3.900 0.209 1.235
O 8.634 -1.123 -3.882
H -3.931 -10.364 7.439
H -5.308 4.851 5.257
H -3.791 5.270 0.980
H -0.889 0.115 -3.820
H -4.588 1.935 3.447
H 3.404 -3.625 7.045
H 1.171 -4.508 -2.271
H 9.434 -0.213 -1.835
C -3.748 -10.099 6.397
H 2.759 0.639 7.416
C -4.574 7.208 1.188
H 4.415 -5.244 -2.954
H -2.160 -4.952 4.151
H 6.577 0.150 -2.701
H 6.084 5.853 4.277
H -1.469 0.299 -5.554
H -0.492 5.358 1.952
H -7.122 1.069 3.014
H -2.392 -8.608 4.821
H 0.220 -0.037 3.740
C 9.931 -1.663 -3.869
H -1.694 2.156 4.844
H 0.708 5.676 -6.921
H -0.322 2.922 -5.824
C 1.096 6.643 -1.942
H -7.352 -5.650 -2.291
H 2.801 -5.045 2.300
H 4.544 3.473 -2.311
H 1.440 -4.209 -5.516
O 0.473 -0.897 6.808
H -0.268 -4.725 0.337
C 3.656 -5.113 1.627
O 5.855 0.233 5.276
H 10.015 -3.468 2.386
H -1.823 3.403 -0.074
H 0.399 -2.733 7.551
H -4.646 -3.945 -4.457
H 7.897 4.348 3.496
C 5.974 4.769 4.242
N -7.581 -4.242 -4.646
N -6.040 -1.991 -3.402
C -1.374 -6.410 -0.624
H 1.620 2.465 2.837
H -5.017 4.755 -3.461
H 0.072 -3.872 5.257
C -0.041 4.392 1.725
H -5.731 4.062 1.847
N 1.999 2.882 -2.437
H 0.325 -2.435 -3.828
H 6.719 2.928 3.394
S 1.687 -1.125 0.260
H -4.758 -2.238 -1.064
H -6.748 -0.778 -0.928
H -6.418 -1.133 -3.026
C 0.930 -1.656 -4.292
H -2.228 0.791 3.748
H 0.249 6.946 -9.066
C 7.800 -1.661 -2.834
H 0.549 -0.306 8.838
C -5.446 3.761 -3.582
H 4.947 -2.384 -1.965
H -4.485 -10.503 5.703
H 4.248 -4.221 1.423
C 9.210 -2.820 2.732
C -1.184 -4.908 -0.224
H -3.517 2.197 -1.301
C -3.006 -6.688 5.350
O 0.128 4.125 0.355
H 3.111 6.234 -1.274
H -8.977 -6.678 -4.279
C -4.611 -2.146 -3.280
H -5.072 3.340 -4.515
C -0.050 0.984 4.007
N 5.758 -1.051 -4.097
C 1.158 -2.113 7.075
H -9.921 -5.371 -5.055
H -6.998 4.413 -5.885
O -7.310 -3.708 -1.734
H 9.774 -0.424 0.640
H -9.831 -2.936 0.074
C -0.189 3.729 -5.104
H -6.684 1.222 -2.255
H 2.607 -1.420 -5.606
H -1.835 -4.225 -1.948
N 2.938 8.263 -1.465
H 0.070 1.635 3.141
H 3.333 -3.973 -0.773
C -8.850 -0.612 -0.902
H 0.543 7.399 -2.501
C -0.101 -0.267 7.963
H -2.400 -3.038 5.345
C -1.612 0.264 0.865
H -0.381 5.756 -4.738
O -9.043 -1.139 0.415
H -2.297 -6.565 -1.183
C 5.419 -1.426 -1.748
H 10.594 -1.170 -4.580
H -0.572 3.662 2.335
C 4.359 2.476 -1.910
H 1.425 -5.711 -3.419
C -4.913 0.924 3.200
N 1.850 -5.062 -2.772
H 4.331 7.029 -3.359
H -0.978 -3.177 -1.121
C 0.893 -3.305 4.816
H -2.161 -3.326 0.840
C 2.228 5.438 1.381
C -3.788 2.657 -2.251
H -4.394 -0.557 -1.694
S -0.350 0.101 -0.610
H -3.353 -4.159 -0.053
H -3.204 -1.729 -1.645
O -0.723 -1.111 -1.276
H -3.954 -6.180 5.526
H -2.882 -6.253 3.178
H 3.876 1.592 8.377
H 1.252 -0.991 -3.491
F 3.856 -1.969 1.668
O -2.858 -3.757 -3.450
H -1.712 0.475 5.338
H 0.481 -2.468 4.252
O 4.036 2.590 -0.556
C -2.283 -4.780 -4.261
C 3.095 -0.827 1.641
H 7.650 -2.733 -2.962
H -4.546 -1.669 6.963
H 2.241 8.425 -0.752
O 0.797 1.372 5.052
H -1.470 6.339 -9.353
H -8.196 1.150 -2.605
H 9.129 1.739 1.237
N -5.445 5.578 -0.302
C -3.669 -1.720 6.318
H 1.846 -1.976 7.909
H 0.817 0.599 5.622
C -4.219 -3.633 -3.504
H 4.382 -5.843 1.983
C -3.324 -8.154 5.157
H 5.982 -1.635 -0.839
H -0.411 0.759 7.767
H 10.448 0.855 -1.297
H 3.296 6.271 -5.939
C -5.856 4.660 4.335
H 2.302 4.998 0.387
N -7.420 0.542 -2.384
H -1.018 4.205 -1.395
H 2.154 -6.666 -1.647
C -9.447 -5.706 -4.132
C -4.780 5.728 0.990
H 8.349 -3.409 3.049
H -1.010 -0.797 8.247
H -2.778 -1.220 6.698
C -3.279 -3.091 5.987
H 1.473 -2.982 -6.907
H 2.400 3.797 -2.581
H -7.059 -3.388 -4.513
H -1.199 7.998 -8.999
H -4.197 7.443 2.183
C -1.045 -0.354 -4.792
C 3.766 1.056 7.434
H -4.091 -3.633 5.504
H 5.077 -1.781 -4.256
H 5.428 4.123 -0.132
C 3.561 5.452 -5.272
N 9.662 0.298 -0.994
C 4.634 0.961 5.004
O -0.941 6.745 -7.396
C 3.255 6.853 -3.378
H -6.440 -2.679 -2.780
H -2.766 -4.993 1.325
H -6.952 5.292 -2.244
C 1.963 -3.400 -6.027
H 7.948 -1.194 1.901
H -4.154 -1.501 -4.031
H 4.635 5.380 -5.099
H -1.711 5.095 -0.051
H 2.386 2.154 5.590
H 6.712 4.324 2.264
O 0.207 -0.857 -5.270
C -10.130 -2.035 0.609
H 2.264 1.470 -4.576
H 7.048 -1.309 4.479
H -7.307 3.936 -1.707
H -5.523 7.743 1.134
H 9.897 -2.738 -4.043
H 2.483 -1.961 5.444
N -2.276 5.084 -5.346
H -4.766 -4.198 -2.748
C -6.910 -3.929 -0.380
H -10.277 -2.254 1.667
C -8.019 -4.789 -2.277
H 9.544 2.650 -2.491
H -7.142 5.880 -4.868
H 5.068 2.466 6.520
H -6.035 6.389 -0.428
H -2.632 5.764 -6.003
H -6.593 5.631 2.125
H 4.975 3.076 1.300
C 8.582 2.173 -2.303
H -2.461 -4.853 -5.334
N 3.238 -2.613 -4.043
H 8.658 -2.238 0.689
C 8.845 -1.760 1.650
O -3.769 -8.709 6.395
C 9.003 2.290 0.305
H 1.359 2.818 -3.216
H -6.887 0.839 0.849
O -5.136 2.900 -2.444
F 2.556 -0.751 2.802
H 8.312 -1.517 -1.883
H -2.685 -5.706 -3.849
O 2.435 -1.514 -0.914
H 2.762 7.644 -3.942
H -10.214 -5.886 -3.379
C 1.901 -2.772 5.882
H -9.653 0.115 -1.028
H -2.747 -10.511 6.266
H 5.413 -1.365 3.975
H 3.800 0.269 4.885
N -0.987 -4.146 -1.405
H 3.634 2.628 -4.651
H 7.564 3.921 -4.120
H 4.024 1.043 -4.396
Ti 1.694 2.486 0.078
H 3.197 -1.884 -3.344
H -6.157 -4.705 -0.239
H 3.293 -4.196 5.557
H 5.243 1.866 -2.098
H -1.198 -4.768 -4.164
C -7.449 0.048 -1.048
H -3.230 3.592 -2.283
O 0.878 -2.189 0.853
C -0.372 5.528 -6.913
H 1.404 -4.017 4.169
O 7.668 3.206 -2.133
F -1.522 1.442 1.411
C -1.130 4.211 -0.311
```